{
  "formula": "C5H4N2O",
  "method": "ωB97M-V/def2-TZVPD",
  "lumo_energy_ha": 0.0062,
  "multiplicity": 1,
  "homo_lumo_gap_ev": 9.57,
  "smiles": "Cc1nc(C#N)co1",
  "total_energy_ev": -10273.633,
  "e_above_lowest_kj_mol": 301.93,
  "species": ["C", "H", "N", "C", "H", "H", "C", "C", "O", "H", "C", "N"],
  "coordinates": [[0.49768, 0.45827, -0.19307], [1.81250, 1.29270, -1.96681], [-2.92692, -1.67430, 2.09644], [1.23198, 1.53517, -0.89362], [0.46658, 2.35387, -1.40709], [2.08031, 1.95096, -0.22698], [-0.07532, -1.47947, 0.40182], [-1.15347, -0.65143, 0.43395], [1.00257, -0.78071, -0.14326], [0.08879, -2.45787, 0.44455], [-2.25863, -1.13013, 1.12623], [-0.76605, 0.58293, 0.32784]],
  "forces_ev_per_a": [[-2.158, 1.448, 0.284], [-1.475, -0.380, 3.096], [5.464, 4.828, -8.998], [1.327, 2.466, -3.271], [1.916, -1.864, 2.287], [-1.620, -0.155, -1.116], [0.744, 2.326, -2.399], [1.452, -3.313, 2.133], [-2.152, 0.330, 0.999], [0.317, -3.866, 0.496], [-7.384, -5.255, 10.124], [3.568, 3.435, -3.635]],
  "mulliken_charge": [0.715, 0.279, -0.451, -0.931, 0.273, 0.238, -0.397, 0.585, -0.304, 0.494, 0.017, -0.516]
}